Entry 1:
Entry from the OMol25 dataset: a molecular structure, C22H15IN5O9PtS in a non-equilibrium geometry (the ωB97M-V functional and the def2-TZVPD basis).

XYZ file:
```
54
Properties=species:S:1:pos:R:3:forces:R:3:mulliken_charge:R:1
Pt 0.522279 -0.573760 -0.285559 0.27 -0.26 -1.10 0.52
I -1.064261 -0.915599 -2.485588 0.09 0.07 0.58 -0.53
S 3.769636 -1.094120 0.243201 0.06 0.00 -0.13 1.12
O -7.102865 -4.139783 -0.465928 0.02 0.05 -0.03 -0.65
O -2.530989 -0.038271 0.624697 -0.19 0.16 0.26 -0.58
O 4.801369 -0.623030 1.133528 0.02 0.05 0.00 -0.71
O -6.604583 0.510619 -0.160930 0.10 -0.06 -0.10 -0.67
O 3.235729 -2.405475 0.489136 -0.01 0.04 0.00 -0.71
O -0.868568 -3.103053 0.034950 -0.14 0.25 0.19 -0.18
O -4.684723 1.462666 -0.029066 0.10 0.00 -0.12 -0.60
O -1.050256 -1.963524 1.877255 -0.26 -0.13 -0.52 -0.38
O -5.483050 -5.470145 0.022782 0.04 0.02 -0.03 -0.67
N -1.564978 -2.498499 0.944275 0.25 -0.12 0.23 0.82
N 2.548421 -0.054412 0.104136 -0.23 0.06 0.61 -0.47
N -5.384549 0.473563 -0.044135 -0.15 -0.05 0.30 1.03
N 0.447937 1.491014 -0.385642 -0.02 0.09 -0.19 0.06
N -5.945385 -4.350137 -0.143152 -0.05 -0.04 0.10 1.03
C 3.634103 -1.072089 -2.497168 0.01 -0.03 -0.01 -0.23
C 4.476834 -1.124431 -1.392556 -0.02 -0.01 -0.05 0.34
C -5.074684 -3.220473 0.072864 -0.02 -0.05 -0.02 -0.48
C -3.743772 -3.440951 0.411552 0.05 -0.16 -0.03 -0.59
C -5.567096 -1.929242 -0.055206 -0.01 0.03 -0.04 -0.13
C 0.586184 -2.591966 -0.043158 -0.11 -0.06 -0.04 -0.98
C 4.144565 3.315672 -0.355782 0.04 -0.02 0.01 -0.89
C 3.046871 4.107888 -0.532649 0.00 0.03 0.00 -0.89
C 2.808640 1.300901 -0.106432 0.07 -0.03 -0.09 0.25
C -0.655802 2.186204 -0.535906 -0.05 -0.04 -0.06 0.07
C -0.633964 3.584921 -0.678115 0.03 0.11 0.00 -0.90
C 1.659997 2.119470 -0.348403 0.06 -0.09 0.12 0.26
C 0.563971 4.237938 -0.690224 -0.04 -0.07 0.02 -0.63
C 5.849778 -1.245474 -1.544410 0.00 0.03 0.02 -0.41
C 6.389185 -1.319324 -2.821513 -0.02 0.00 -0.03 -0.56
C 1.766840 3.510648 -0.525325 -0.04 -0.01 -0.01 1.13
C 4.043155 1.927939 -0.137033 -0.07 -0.02 0.03 -0.49
C 4.181370 -1.143169 -3.769208 0.05 0.00 0.00 -0.72
C 5.556711 -1.267896 -3.931901 -0.02 0.00 0.02 -0.37
C -2.965996 -2.354867 0.650457 0.23 0.25 0.09 -0.25
C -3.346456 -0.937061 0.494249 -0.13 -0.09 -0.08 0.90
C -4.759045 -0.838531 0.133495 0.08 0.12 -0.05 -0.28
H 0.614646 5.312947 -0.819769 0.00 -0.01 -0.01 0.40
H -6.602073 -1.774445 -0.315918 -0.03 0.00 -0.01 0.63
H 3.528687 -1.098094 -4.632357 0.02 0.00 0.02 0.43
H 0.915841 -3.185748 -0.890299 0.04 -0.02 -0.02 0.47
H 3.134553 5.177967 -0.676321 0.01 -0.02 0.00 0.36
H -3.359171 -4.448501 0.494940 -0.01 0.02 -0.02 0.55
H 4.944506 1.363273 0.043346 -0.03 0.00 0.01 0.46
H 5.134953 3.756563 -0.363795 -0.03 0.00 0.00 0.37
H 2.561624 -0.971204 -2.362926 0.04 -0.01 0.01 0.27
H 5.980322 -1.321665 -4.927683 -0.01 0.00 0.02 0.37
H 7.461053 -1.411812 -2.948308 -0.02 0.00 0.00 0.37
H 1.062708 -2.942425 0.863747 0.02 0.03 0.10 0.55
H 6.481425 -1.269425 -0.665159 -0.03 0.00 -0.02 0.44
H -1.583655 1.628441 -0.555978 0.02 -0.02 0.02 0.32
H -1.573274 4.108067 -0.794604 0.03 0.00 0.01 0.43
```
Forces are in eV/Å.

Output
Energy above the lowest of the compared OMol25 structures with the same formula, charge and spin in kcal per mole: 3.0
Electronic energy in Ha: -2613.3248
LUMO energy (alpha / beta) in eV: 0.85 / 0.85
Charge: -1
2S+1: 1
Kohn-Sham gap (alpha / beta) in eV: 5.96 / 5.96


Entry 2:
Entry from the OMol25 dataset: a molecular structure, C22H16AsCl4IrNO10S (the ωB97M-V functional and the def2-TZVPD basis).

XYZ file:
```
56
Properties=species:S:1:pos:R:3:forces:R:3:mulliken_charge:R:1
Ir -0.973979 2.169255 0.202817 -0.13 0.22 -0.01 2.57
As -2.169446 -0.832868 0.454399 0.37 -0.14 -0.13 0.85
Cl -1.220193 6.522056 2.075119 0.00 -0.01 0.02 -0.16
Cl 1.297028 -3.227856 2.240558 0.01 0.01 -0.03 -0.22
Cl 1.298700 6.448375 0.578498 -0.01 0.01 -0.01 -0.12
Cl 1.482847 -1.590987 -2.900813 -0.04 0.02 0.02 -0.18
S -1.809299 0.207453 -2.197131 0.20 0.13 0.36 1.10
O -1.585276 -0.110521 -3.555803 -0.09 0.02 -0.07 -0.62
O -1.248622 -0.831950 -1.215056 -0.20 0.06 -0.07 -0.39
O -1.348536 0.462787 1.169985 -0.17 -0.19 -0.18 -0.61
O -2.104497 -2.289370 1.116450 -0.10 0.12 0.08 -0.66
O -0.525014 3.300491 1.831091 -0.08 0.12 -0.16 -0.54
O -1.286780 1.533167 -1.775720 0.03 -0.28 0.09 -0.91
O 2.258735 3.124010 0.977317 -0.07 0.02 0.06 -0.61
O -2.829315 2.646607 0.269187 0.09 0.06 -0.04 -0.65
O -0.452859 4.124387 -0.167962 0.10 0.04 0.17 -0.53
O 0.902064 1.625037 0.008547 -0.02 0.03 -0.06 -0.79
N 1.693670 -1.234833 0.080679 0.06 0.01 -0.01 0.72
C 1.799117 2.009658 0.936596 0.03 0.00 -0.02 0.60
C 4.615088 0.314068 1.723922 0.00 -0.03 0.02 -0.67
C -4.519841 0.602758 -2.585009 0.05 0.01 0.04 -0.78
C 3.031552 -1.024394 0.512558 -0.04 0.02 -0.04 0.56
C -0.249278 4.291244 1.067774 -0.02 -0.04 -0.09 0.41
C 0.638581 -4.784938 0.148108 0.00 0.00 0.00 -0.52
C 5.367706 -1.607319 0.506528 0.00 0.01 0.01 -0.75
C 0.657310 -4.040402 -2.135191 -0.01 0.00 -0.01 -0.58
C 2.170627 0.899215 1.894068 0.03 0.03 -0.03 -0.81
C -6.072929 0.187385 -0.783446 -0.02 0.02 -0.01 -0.54
C 5.648957 -0.509137 1.305852 0.01 -0.01 0.00 -0.68
C 0.422891 -5.032536 -1.198540 0.00 0.00 0.01 -0.62
C -5.813668 0.599505 -2.085022 -0.03 0.01 -0.02 -0.57
C -3.507782 0.179458 -1.743968 -0.05 0.02 0.00 0.71
C 1.068847 -3.534828 0.552571 -0.01 0.04 -0.01 1.12
C 3.300417 0.056821 1.356688 -0.02 -0.06 0.01 0.44
C 4.066170 -1.858982 0.104388 0.01 0.00 0.02 -0.53
C -3.755392 -0.235595 -0.445462 -0.02 -0.07 -0.01 0.39
C 1.111232 -2.802902 -1.712145 0.06 -0.03 -0.03 0.95
C -5.047341 -0.238041 0.049748 0.06 0.00 0.01 -0.94
C 1.310507 -2.505645 -0.363831 -0.02 -0.09 0.02 -2.08
C 0.238616 5.584166 1.666628 -0.02 -0.04 0.01 0.27
H 4.821513 1.160421 2.368166 0.00 0.00 0.00 0.45
H -7.090423 0.190617 -0.416444 0.00 0.00 0.00 0.41
H -5.256343 -0.568573 1.058116 0.01 -0.02 0.00 0.49
H 0.763439 5.369635 2.591292 0.02 -0.01 -0.02 0.28
H 1.358679 -0.481611 -0.508615 -0.02 -0.01 0.07 0.25
H 3.845613 -2.700297 -0.540980 0.01 0.00 0.00 0.49
H -4.301294 0.915829 -3.596851 0.00 0.00 0.00 0.49
H 0.073883 -6.004745 -1.518864 0.00 0.00 0.00 0.38
H -6.630328 0.917400 -2.718721 0.00 0.00 0.00 0.41
H 1.295467 0.264257 2.039142 -0.02 0.00 0.04 0.11
H 0.456419 -5.546869 0.892546 0.00 0.00 0.00 0.46
H 0.510050 -4.219683 -3.190797 0.00 0.00 0.00 0.48
H 6.165510 -2.262744 0.181941 0.00 0.00 0.00 0.40
H -3.000908 3.313043 0.947119 -0.01 -0.01 0.02 0.29
H 2.462350 1.360355 2.836096 0.04 0.01 -0.02 0.59
H 6.665757 -0.301832 1.611878 0.00 0.00 0.00 0.38
```
Forces are in eV/Å.

Output
Energy above the lowest of the compared OMol25 structures with the same formula, charge and spin in kcal per mole: 0.0
Electronic energy in Ha: -6234.1839
LUMO energy (alpha / beta) in eV: -0.69 / -2.31
Charge: 0
2S+1: 2
Kohn-Sham gap (alpha / beta) in eV: 7.37 / 5.74
Expectation value of S²: 0.7536


> Among the records above, which one has the lowest charge?

C22H15IN5O9PtS


> Look up the energy above the lowest of the compared OMol25 structures with the same formula, charge and spin of the second one.

0.0 kcal per mole


> Number 1 is which compound?

C22H15IN5O9PtS